Formula: C30H41N3O13S
Source: OMol25
Level of theory: wB97M-V/def2-TZVPD

## Properties
HOMO energy = -8.79 eV
Orbital gap = 8.341 eV

```
! wB97M-V def2-TZVPD RIJCOSX def2/J DEFGRID3
* xyz 0 1
N 1.06 -0.36 -0.74
C -0.35 -0.10 -0.68
C -1.28 -1.10 -0.69
C -2.65 -0.74 -0.67
N -3.67 -1.59 -0.68
S -5.01 -0.70 -0.61
N -4.37 0.78 -0.58
C -3.06 0.62 -0.61
C -2.06 1.64 -0.58
C -0.75 1.28 -0.63
O 0.23 2.26 -0.62
H 1.19 -1.33 -0.98
H 1.43 -0.26 0.20
H -0.98 -2.13 -0.71
H -2.36 2.67 -0.54
H 0.47 2.39 0.30
O 5.80 5.36 -2.14
C 4.64 5.04 -2.20
O 4.09 4.15 -1.35
C 2.72 3.88 -1.73
C 2.29 5.09 -2.54
C 3.61 5.51 -3.20
H 2.70 2.96 -2.31
H 2.13 3.74 -0.84
H 1.49 4.87 -3.24
H 1.95 5.88 -1.87
H 3.77 4.99 -4.14
H 3.68 6.58 -3.36
O -2.37 -2.97 3.46
C -3.49 -3.39 3.39
O -3.95 -4.38 4.20
C -5.29 -4.75 3.82
C -5.84 -3.54 3.07
C -4.58 -2.98 2.42
H -5.23 -5.64 3.19
H -5.86 -4.99 4.72
H -6.63 -3.80 2.37
H -6.25 -2.82 3.78
H -4.37 -3.44 1.46
H -4.61 -1.90 2.32
O 3.87 4.56 -6.54
C 5.02 4.89 -6.63
O 5.65 5.58 -5.66
C 6.98 5.94 -6.08
C 7.33 4.94 -7.17
C 5.96 4.67 -7.80
H 6.96 6.97 -6.44
H 7.65 5.88 -5.22
H 8.07 5.31 -7.87
H 7.72 4.02 -6.73
H 5.71 5.38 -8.58
H 5.86 3.65 -8.18
O -4.18 -5.70 0.22
C -5.30 -6.11 0.22
O -5.73 -7.06 1.09
C -7.09 -7.43 0.80
C -7.66 -6.25 0.02
C -6.43 -5.72 -0.71
H -7.07 -8.35 0.21
H -7.61 -7.62 1.73
H -8.49 -6.53 -0.63
H -8.03 -5.49 0.72
H -6.28 -6.22 -1.67
H -6.45 -4.65 -0.86
O 9.89 9.69 -1.37
C 9.40 8.62 -1.18
O 9.64 7.55 -1.98
C 8.83 6.43 -1.57
C 8.48 6.70 -0.12
C 8.42 8.23 -0.09
H 7.94 6.39 -2.20
H 9.40 5.52 -1.71
H 7.56 6.21 0.19
H 9.29 6.35 0.53
H 7.44 8.61 -0.35
H 8.73 8.64 0.87
O -6.66 -7.85 5.54
C -5.92 -7.60 6.45
O -5.98 -6.45 7.15
C -4.90 -6.39 8.10
C -4.49 -7.84 8.33
C -4.79 -8.47 6.97
H -4.09 -5.79 7.67
H -5.25 -5.89 9.00
H -3.46 -7.94 8.66
H -5.13 -8.28 9.09
H -3.94 -8.38 6.29
H -5.10 -9.50 7.04
*
```

=====

Formula: C30H41N5O6STa
Source: OMol25
Level of theory: wB97M-V/def2-TZVPD

## Properties
Relative energy (zero: lowest compared OMol25 entry of this formula, charge and spin) = 0.000 eV
HOMO energy = -16.85 eV
Orbital gap = 6.851 eV

```
! wB97M-V def2-TZVPD RIJCOSX def2/J DEFGRID3
* xyz 3 1
Ta -0.09 -0.01 -0.20
C -4.82 -2.81 5.97
C -4.18 -2.45 4.67
C -3.11 -1.54 4.62
C -2.53 -1.20 3.42
C -3.02 -1.77 2.25
C -4.09 -2.67 2.26
C -4.65 -3.01 3.47
S -2.34 -1.36 0.73
O -1.92 0.11 0.78
O -3.17 -1.75 -0.36
N -0.80 -1.84 0.50
C -0.51 -3.06 -0.23
C 0.52 -2.66 -1.27
O 1.37 -3.29 -1.79
O 0.39 -1.28 -1.51
H -4.28 -2.40 6.82
H -4.89 -3.89 6.08
H -5.84 -2.43 6.00
H -2.75 -1.10 5.54
H -1.72 -0.47 3.38
H -4.47 -3.10 1.34
H -5.48 -3.71 3.50
H -1.39 -3.45 -0.74
H -0.10 -3.84 0.41
N -4.75 1.94 -5.57
C -3.81 2.57 -4.85
O -3.41 3.70 -5.02
C -3.13 1.80 -3.74
C -2.47 0.59 -3.94
C -1.66 0.09 -2.94
N -1.51 0.70 -1.74
C -2.24 1.82 -1.53
C -3.02 2.41 -2.49
H -5.20 2.44 -6.32
H -5.09 1.03 -5.33
H -2.54 0.06 -4.87
H -1.12 -0.83 -3.09
H -2.20 2.25 -0.54
H -3.53 3.34 -2.28
C 3.32 4.24 -3.94
C 2.59 3.26 -3.08
C 2.36 3.50 -1.72
C 1.65 2.60 -0.97
N 1.14 1.45 -1.47
C 1.39 1.20 -2.77
C 2.10 2.06 -3.58
H 4.09 4.77 -3.38
H 2.61 4.98 -4.31
H 3.77 3.75 -4.80
H 2.74 4.40 -1.25
H 1.50 2.79 0.08
H 1.02 0.26 -3.16
H 2.26 1.78 -4.62
C -0.70 2.73 1.57
C 0.37 1.98 2.33
O 0.36 0.56 1.97
C 1.18 -0.17 2.97
C 1.02 -1.67 2.96
H -0.61 3.79 1.80
H -1.70 2.39 1.84
H -0.56 2.65 0.49
H 0.20 2.04 3.40
H 1.38 2.37 2.12
H 0.83 0.21 3.93
H 2.21 0.14 2.82
H 0.00 -1.98 3.15
H 1.63 -2.04 3.79
H 1.39 -2.15 2.05
C 5.43 -0.38 0.84
C 4.50 -1.32 0.05
C 4.49 -2.73 0.64
C 4.87 -1.35 -1.45
C 3.14 -0.79 0.14
N 2.06 -0.39 0.19
H 6.44 -0.76 0.76
H 5.16 -0.35 1.90
H 5.42 0.63 0.44
H 5.50 -3.14 0.57
H 3.82 -3.40 0.09
H 4.21 -2.73 1.70
H 5.88 -1.75 -1.53
H 4.88 -0.34 -1.88
H 4.19 -1.98 -2.01
*
```

=====

Formula: C30H41N5O7S2SiSr
Source: OMol25
Level of theory: wB97M-V/def2-TZVPD

## Properties
Relative energy (zero: lowest compared OMol25 entry of this formula, charge and spin) = 0.423 eV
HOMO energy = -2.04 eV
Orbital gap = 6.269 eV

```
! wB97M-V def2-TZVPD RIJCOSX def2/J DEFGRID3
* xyz -2 1
Sr 0.27 0.94 -0.25
C -1.46 -3.02 1.15
C -0.11 -2.47 1.60
N 0.70 -1.94 0.49
C 1.10 -2.95 -0.49
C 0.72 -2.57 -1.92
N -0.64 -2.08 -2.02
C -1.73 -3.01 -1.87
C -2.79 -2.52 -0.86
N -2.27 -2.06 0.41
H -1.99 -3.33 2.07
H -1.31 -3.93 0.57
H 0.41 -3.28 2.14
H -0.26 -1.65 2.30
H 1.53 -1.51 0.87
H 0.64 -3.91 -0.23
H 2.19 -3.09 -0.47
H 0.92 -3.44 -2.57
H 1.37 -1.76 -2.25
H -0.74 -1.36 -2.70
H -1.32 -3.97 -1.54
H -2.24 -3.23 -2.83
H -3.51 -3.33 -0.69
H -3.34 -1.69 -1.30
H -1.71 -1.23 0.21
C 2.62 -0.92 3.81
Si 2.06 0.71 2.99
C 3.33 0.96 1.64
C 2.33 2.08 4.25
N 0.45 0.70 2.37
C -0.60 0.73 3.23
C -0.56 0.34 4.59
C -1.65 0.44 5.45
C -2.86 0.93 4.99
C -2.97 1.28 3.65
C -1.89 1.15 2.79
O -1.98 1.48 1.44
C -3.21 1.81 0.93
C -4.21 0.85 0.83
C -5.41 1.19 0.23
C -5.60 2.47 -0.29
C -4.58 3.41 -0.20
C -3.38 3.08 0.42
H 3.70 -0.90 3.94
H 2.38 -1.78 3.17
H 2.17 -1.11 4.79
H 4.28 1.13 2.16
H 3.14 1.83 1.02
H 3.46 0.09 0.99
H 3.35 2.04 4.65
H 1.63 2.04 5.09
H 2.20 3.05 3.75
H 0.37 -0.04 4.98
H -1.53 0.14 6.48
H -3.71 1.03 5.65
H -3.90 1.66 3.27
H -4.02 -0.15 1.20
H -6.19 0.45 0.14
H -6.53 2.72 -0.78
H -4.71 4.39 -0.63
H -2.56 3.78 0.47
S 1.05 3.80 0.41
C 1.36 4.78 -0.92
N 1.58 5.49 -1.80
C -2.96 0.04 -3.68
S -1.93 1.10 -2.68
O -0.54 0.85 -3.09
O -2.42 2.43 -2.92
O -2.12 0.62 -1.30
H -2.83 0.35 -4.72
H -3.99 0.19 -3.36
H -2.67 -1.00 -3.56
O 6.12 -0.82 -2.41
C 5.25 -0.31 -3.32
C 5.69 -0.01 -4.61
C 4.83 0.52 -5.55
C 3.51 0.77 -5.21
C 3.07 0.48 -3.93
C 3.92 -0.08 -2.97
C 3.32 -0.42 -1.61
O 3.81 -1.35 -0.95
O 2.30 0.27 -1.30
H 6.99 -0.83 -2.82
H 6.73 -0.19 -4.86
H 5.20 0.75 -6.55
H 2.83 1.20 -5.93
H 2.05 0.69 -3.63
*
```